Density functional theory data (ωB97M-V/def2-TZVPD) for the ion C5H5O2 with charge +1.

Geometry as XYZ:
```
12
C5H5O2 ωB97M-V/def2-TZVPD
C 0.35 1.08 0.44
C 1.43 0.33 -0.07
C -1.43 -0.74 0.23
C -0.70 1.13 -0.42
C 0.99 -0.93 -0.34
O -1.93 0.41 -0.21
O -0.32 -1.34 -0.02
H 0.22 1.04 1.59
H 2.40 0.64 0.14
H -2.19 -1.25 0.78
H -0.54 1.40 -1.41
H 1.72 -1.78 -0.71
```

Values from the calculation:
E_HOMO (eV): -14.787
Net charge: +1
Frontier orbital gap (eV): 9.23

=====

Density functional theory data (ωB97M-V/def2-TZVPD) for the ion C5H5O2P2 with charge -1.

Geometry as XYZ:
```
14
C5H5O2P2 ωB97M-V/def2-TZVPD
C 0.69 -2.11 0.17
C -0.38 -1.35 -0.26
C 1.89 -1.47 0.04
C 1.62 -0.05 -0.28
C 0.00 0.00 -0.62
O -1.57 -1.75 -0.21
O 3.07 -1.78 0.27
P 2.59 1.29 -0.18
P -0.95 1.27 0.35
H 0.44 -3.05 0.66
H -0.19 0.05 -1.75
H 1.71 2.38 -0.17
H -0.47 0.61 1.49
H -1.91 0.41 0.11
```

Values from the calculation:
E_HOMO (eV): -4.098
Net charge: -1
SMILES: [H]/P=C1/C([O-])=CC(=O)[C@H]1P
Frontier orbital gap (eV): 7.50

=====

Density functional theory data (ωB97M-V/def2-TZVPD) for a structure of composition C5H5OTm.

Geometry as XYZ:
```
12
C5H5OTm ωB97M-V/def2-TZVPD
C -0.97 2.32 0.21
C -1.53 1.80 -0.89
H -1.55 2.48 1.12
H 0.09 2.59 0.24
H -0.94 1.62 -1.80
H -2.58 1.51 -0.92
C -0.48 -0.99 0.71
C 0.65 -1.36 0.37
H -1.44 -0.93 1.21
C 1.76 -1.99 -0.07
O 2.48 -2.92 0.18
Tm 4.51 -4.14 -0.36
```

Values from the calculation:
E_HOMO (spin up / spin down) (eV): -19.246 / -21.191
Net charge: +3
2S+1: 4
⟨S²⟩: 3.7662
Frontier orbital gap (spin up / spin down) (eV): 6.72 / 6.51

=====

Density functional theory data (ωB97M-V/def2-TZVPD) for the ion C5H5S2 with charge -1.

Geometry as XYZ:
```
12
C5H5S2 ωB97M-V/def2-TZVPD
C 0.66 0.09 -0.39
C 2.10 -0.76 -0.21
C 1.91 0.64 -0.08
C -1.71 -0.06 0.66
C -0.79 0.13 -0.61
S 2.89 -2.13 -0.19
S 2.71 2.11 0.12
H -1.83 -1.14 0.89
H -2.63 0.31 0.37
H -1.30 0.40 1.65
H -0.93 1.12 -0.88
H -1.09 -0.69 -1.31
```

Values from the calculation:
E_HOMO (eV): -3.278
Net charge: -1
SMILES: CCc1c([S-])c1=S
Frontier orbital gap (eV): 6.81

=====

Density functional theory data (ωB97M-V/def2-TZVPD) for the molecule C5H6.

Geometry as XYZ:
```
11
C5H6 ωB97M-V/def2-TZVPD
C -2.09 -0.57 0.19
C -1.12 0.15 -0.44
C 0.02 0.78 0.24
C 1.35 0.20 -0.05
C 2.34 -0.58 -0.03
H -2.96 -0.91 -0.42
H -2.09 -0.74 1.30
H -1.17 0.27 -1.59
H -0.06 0.86 1.36
H 0.01 1.78 -0.15
H 3.28 -1.12 -0.01
```

Values from the calculation:
E_HOMO (eV): -9.708
Net charge: 0
SMILES: C#CCC=C
Frontier orbital gap (eV): 10.82

=====

Density functional theory data (ωB97M-V/def2-TZVPD) for a structure of composition C5H6AuBiCl2N2O4.

Geometry as XYZ:
```
21
C5H6AuBiCl2N2O4 ωB97M-V/def2-TZVPD
Au 2.38 3.13 -0.70
Bi 0.49 0.97 -0.72
Cl 2.16 0.35 -2.23
Cl 1.63 2.55 1.32
C 1.75 -0.43 0.65
C 2.72 4.39 -2.20
C 3.85 4.13 -0.01
O 2.43 -1.35 0.73
O 2.80 5.48 -2.55
O 4.10 5.00 0.71
C -3.25 -1.91 1.73
N -2.52 -2.56 0.67
C -1.55 -1.95 -0.03
N -0.93 -2.66 -1.02
O -1.18 -0.78 0.30
H -2.66 -1.13 2.20
H -3.50 -2.66 2.48
H -4.19 -1.48 1.36
H -2.77 -3.48 0.35
H -0.35 -2.14 -1.67
H -1.41 -3.48 -1.37
```

Values from the calculation:
E_HOMO (spin up / spin down) (eV): -25.116 / -25.280
Net charge: +4
2S+1: 3
⟨S²⟩: 2.0187
Frontier orbital gap (spin up / spin down) (eV): 8.38 / 6.38

=====

Calculated F_max (Eh/bohr), listed in the same order as above: 0.078, 0.092, 0.079, 0.128, 0.111, 0.175